{"formula": "C48H49N8O4P", "method": "ωB97M-V/def2-TZVPD", "energy_ha": -2938.31878, "mol_weight_g_mol": 832.95, "total_charge": -2, "gap_ev": 3.184, "symbols": ["O", "C", "O", "P", "O", "C", "O", "C", "C", "C", "C", "C", "C", "H", "H", "H", "H", "H", "H", "H", "H", "H", "N", "C", "C", "C", "C", "C", "H", "H", "H", "H", "H", "N", "C", "C", "C", "C", "C", "H", "H", "H", "H", "H", "N", "C", "C", "C", "C", "C", "H", "H", "H", "H", "H", "N", "C", "C", "C", "C", "C", "H", "H", "H", "H", "H", "N", "C", "C", "C", "C", "C", "H", "H", "H", "H", "H", "N", "C", "C", "C", "C", "C", "H", "H", "H", "H", "H", "N", "C", "C", "C", "C", "C", "H", "H", "H", "H", "H", "N", "C", "C", "C", "C", "C", "H", "H", "H", "H", "H"], "xyz": [[0.41800, 0.58210, 1.90476], [0.72419, 1.11295, 0.69923], [0.06534, 2.36598, 0.20259], [2.05159, 0.33690, -0.48886], [3.05876, 1.74749, -0.31437], [3.95076, 1.94633, -1.46727], [5.28350, 1.86330, -1.47056], [3.23271, 2.37588, -2.91042], [2.61513, 3.90895, -2.96856], [1.85642, 4.35503, -4.36383], [1.80327, 3.26240, -5.58498], [2.43655, 1.73432, -5.52217], [3.17609, 1.27328, -4.12256], [1.28526, 0.88785, -1.57746], [3.01517, -0.17341, -1.46071], [2.72043, -0.29258, 0.62558], [1.26409, -0.89256, -0.64388], [2.73349, 4.59817, -2.02375], [1.37450, 5.43888, -4.43619], [1.25755, 3.56744, -6.58692], [2.34198, 1.00095, -6.45669], [3.64604, 0.19915, -3.93403], [2.70982, -2.31238, -4.10148], [2.54673, -2.49308, -5.43043], [2.00654, -3.63907, -5.99172], [1.61217, -4.66591, -5.14051], [1.76920, -4.51028, -3.76711], [2.31609, -3.32590, -3.30011], [2.87254, -1.66494, -6.05308], [1.89643, -3.72899, -7.06645], [1.18576, -5.57978, -5.54384], [1.47225, -5.29206, -3.07725], [2.45563, -3.15514, -2.23631], [4.35827, -3.34974, -0.01594], [5.30766, -4.20825, -0.44833], [5.84580, -5.21892, 0.33212], [5.38681, -5.35749, 1.63773], [4.41089, -4.48730, 2.11256], [3.93112, -3.51006, 1.25540], [5.63546, -4.05744, -1.47277], [6.60468, -5.88161, -0.06814], [5.78599, -6.13718, 2.27990], [4.03269, -4.56868, 3.12529], [3.16637, -2.80909, 1.57805], [-0.74741, 4.80185, -7.51344], [-0.32761, 6.07334, -7.69348], [-1.10796, 7.06994, -8.25739], [-2.39692, 6.74446, -8.66621], [-2.85726, 5.44286, -8.49577], [-2.00395, 4.51632, -7.91847], [0.68631, 6.27689, -7.36154], [-0.71999, 8.07533, -8.37539], [-3.03760, 7.49875, -9.11369], [-3.85647, 5.15723, -8.80440], [-2.31817, 3.48836, -7.76078], [-3.50844, 1.41767, 5.09062], [-2.34623, 1.24156, 4.42459], [-1.98450, 1.96707, 3.30079], [-2.86872, 2.93022, 2.82644], [-4.07445, 3.13354, 3.48975], [-4.34580, 2.36105, 4.60758], [-1.69150, 0.47642, 4.83147], [-1.03662, 1.78526, 2.80711], [-2.62034, 3.51774, 1.94736], [-4.78515, 3.87602, 3.14493], [-5.27197, 2.48473, 5.16185], [2.02266, -4.37184, 4.64604], [1.68107, -5.09633, 5.73406], [1.04622, -4.56514, 6.84534], [0.74557, -3.20716, 6.84516], [1.08649, -2.43424, 5.73996], [1.71633, -3.05661, 4.67418], [1.93968, -6.15019, 5.68766], [0.79279, -5.19484, 7.69063], [0.24950, -2.75484, 7.69895], [0.86640, -1.37317, 5.70914], [1.99926, -2.49692, 3.78705], [-7.58767, 4.24225, 5.69561], [-7.84303, 4.20917, 4.36931], [-8.97609, 3.63376, 3.81684], [-9.90397, 3.05244, 4.67451], [-9.66815, 3.06895, 6.04536], [-8.50753, 3.67151, 6.50342], [-7.08779, 4.67276, 3.74134], [-9.13109, 3.63834, 2.74390], [-10.80353, 2.59056, 4.27814], [-10.37147, 2.62401, 6.74008], [-8.28009, 3.71322, 7.56494], [1.71801, -5.09357, 10.54477], [1.37641, -5.81806, 11.63278], [0.74156, -5.28687, 12.74406], [0.44091, -3.92890, 12.74388], [0.78183, -3.15597, 11.63868], [1.41167, -3.77834, 10.57291], [1.63502, -6.87192, 11.58638], [0.48813, -5.91657, 13.58935], [-0.05516, -3.47657, 13.59767], [0.56174, -2.09490, 11.60786], [1.69460, -3.21865, 9.68577], [0.30670, 1.17396, -8.35843], [0.03074, 2.11878, -9.28391], [-0.33056, 1.83469, -10.59116], [-0.41077, 0.50076, -10.97675], [-0.13057, -0.49509, -10.04675], [0.21869, -0.11214, -8.76173], [0.11035, 3.14444, -8.93554], [-0.54377, 2.63406, -11.29173], [-0.68953, 0.23922, -11.99338], [-0.18360, -1.54387, -10.31602], [0.44311, -0.85231, -7.99878]], "forces_ev_per_a": [[1.26, 1.93, -4.62], [-3.80, 3.92, 2.52], [2.75, -5.82, 2.46], [-2.31, -1.68, -0.60], [4.69, 2.48, -3.96], [2.73, -0.64, 0.95], [-7.38, 0.60, 0.37], [-1.39, 0.81, -1.58], [-0.38, -3.22, -3.73], [2.14, -3.94, 0.89], [1.26, -0.88, 2.28], [0.46, 2.69, 3.74], [-1.67, 4.09, -0.49], [0.29, 0.41, -0.10], [0.34, -0.38, -0.06], [0.36, 0.18, 0.13], [-0.14, -0.20, 0.14], [-0.43, -1.61, -2.16], [1.09, -2.69, -0.02], [1.17, -0.69, 2.38], [0.14, 1.92, 2.32], [-1.28, 2.56, -0.42], [-0.34, -0.98, -0.66], [0.13, 0.20, 1.04], [-0.08, -0.18, 0.15], [0.00, -0.03, 0.09], [-0.05, -0.07, -0.51], [0.38, 0.94, -0.10], [-0.02, -0.01, 0.00], [0.01, 0.02, 0.04], [0.02, 0.07, 0.02], [0.03, 0.10, -0.02], [0.01, 0.09, -0.03], [0.43, -0.94, 0.52], [-0.73, 0.69, 0.27], [-0.07, -0.03, 0.23], [-0.06, 0.08, -0.01], [0.39, -0.31, -0.02], [0.08, 0.37, -0.91], [0.00, -0.01, 0.03], [-0.03, 0.04, -0.01], [-0.03, 0.05, -0.04], [-0.07, 0.03, -0.13], [0.05, 0.03, -0.10], [-0.71, 0.94, -0.59], [-0.15, -0.95, 0.23], [-0.31, -0.08, -0.10], [0.02, -0.01, 0.00], [0.12, 0.29, -0.02], [0.84, 0.06, 0.39], [-0.05, -0.01, 0.00], [-0.01, -0.09, 0.03], [0.06, -0.07, 0.05], [0.08, 0.00, 0.05], [0.02, 0.06, -0.01], [0.02, 0.46, -0.56], [-0.84, 0.22, 0.39], [-0.03, 0.31, -0.06], [-0.06, 0.04, 0.03], [0.23, -0.19, 0.03], [0.42, -0.62, 0.37], [0.02, 0.06, -0.12], [0.22, -0.22, -0.31], [0.14, -0.18, 0.04], [-0.01, -0.01, 0.03], [0.00, 0.05, -0.02], [-0.45, 0.31, 0.97], [0.22, 0.48, -0.75], [-0.05, 0.13, -0.01], [0.07, 0.06, -0.14], [-0.13, -0.12, 0.38], [0.35, -0.76, -0.38], [-0.03, 0.03, 0.05], [0.07, 0.03, -0.04], [0.00, -0.03, -0.10], [0.03, -0.11, -0.11], [-0.11, 0.08, 0.10], [-0.95, -0.41, -0.36], [0.33, 0.11, 0.90], [-0.23, -0.13, 0.21], [0.02, 0.02, -0.01], [-0.03, 0.02, -0.28], [0.71, 0.43, -0.50], [-0.07, -0.07, 0.03], [0.06, -0.01, 0.10], [0.10, 0.04, 0.04], [0.07, 0.03, -0.04], [-0.03, -0.04, -0.07], [-0.50, 0.37, 0.87], [0.27, 0.45, -0.81], [-0.03, 0.25, -0.03], [0.01, 0.03, -0.03], [-0.08, -0.19, 0.28], [0.30, -0.85, -0.21], [-0.04, 0.06, 0.03], [0.03, 0.03, -0.08], [0.05, -0.05, -0.09], [0.03, -0.10, -0.03], [-0.02, -0.03, 0.08], [-0.29, -0.30, -1.11], [0.30, -0.49, 0.74], [-0.03, -0.38, -0.09], [-0.01, 0.00, 0.00], [-0.07, 0.23, -0.23], [0.10, 0.87, 0.47], [0.02, -0.15, -0.02], [0.02, -0.03, 0.07], [0.03, 0.02, 0.09], [0.01, 0.07, 0.05], [-0.02, 0.03, -0.04]]}